This record from OMol25 describes a structure of composition C6H12O. The level of theory is ωB97M-V/def2-TZVPD.

HOMO energy   -8.5 eV
Calculated total energy   -310.911617 a.u.
E_LUMO   0.033 Ha

Structure (ORCA input):
```
! RIJCOSX wB97M-V def2-TZVPD def2/J DEFGRID3
* xyz 0 1
C -0.9855 -0.7608 -0.0018
H 0.8335 -2.7761 0.2743
H 0.8206 -0.9191 -1.3909
C -1.3305 0.6893 0.0548
O -2.0614 1.0032 1.2406
C 0.9231 -0.6856 -0.3306
H -0.1346 2.3781 -1.7580
H 0.3799 1.4121 1.1555
H 1.3907 2.7301 -0.7901
H 1.3848 -1.6690 1.5416
H -1.8909 1.0466 -0.8203
H -2.8978 0.5188 1.1956
H -1.1661 -1.3137 0.9198
C 0.0075 1.3886 0.1356
H -1.3612 -1.2816 -0.8792
H 2.4616 -2.1220 0.2088
C 1.4257 -1.8797 0.4694
C 0.4193 2.2521 -0.8350
H 1.7812 -0.0114 -0.3902
*
```

Mulliken atomic charge list, values in e, 6 entries: -0.960 0.315 0.334 0.468 -0.576 -0.514

This record from OMol25 describes an isolated molecule of C4H9NO. The level of theory is ωB97M-V/def2-TZVPD.

HOMO energy   -9.7 eV
Calculated total energy   -287.756224 a.u.
SMILES   C[C@H]1N[C@H]1CO
E_LUMO   0.039 Ha

Structure (ORCA input):
```
! RIJCOSX wB97M-V def2-TZVPD def2/J DEFGRID3
* xyz 0 1
H -1.2570 0.0630 1.4813
O -1.7605 1.9754 0.8174
H 1.3041 -2.5032 -0.6701
N -0.6062 -0.2855 -1.1014
H 0.3711 -2.0371 0.7598
C 0.7775 -0.4395 -0.6583
H 2.0923 -1.5889 0.6213
C -0.7894 0.9740 1.0858
H -2.3025 1.6445 0.0883
H 0.2257 1.6817 -0.6324
C 1.1524 -1.7078 0.0705
C -0.0375 0.7159 -0.1958
H -0.1356 1.3965 1.8554
H 1.5399 -0.1414 -1.3820
H -0.6570 0.0510 -2.0573
*
```

Mulliken atomic charge list, values in e, 6 entries: 0.289 -0.519 0.295 -0.607 0.336 0.285

This record from OMol25 describes an isolated molecule of C10H11O3P. The level of theory is ωB97M-V/def2-TZVPD.

HOMO energy   -9.1 eV
Calculated total energy   -954.636939 a.u.
SMILES   C=C[C@H](O)[C@@H](OP=O)c1ccccc1
E_LUMO   0.001 Ha

Structure (ORCA input):
```
! RIJCOSX wB97M-V def2-TZVPD def2/J DEFGRID3
* xyz 0 1
H 2.2887 0.1016 1.8067
H -0.9596 2.3515 1.3529
H 1.6970 -1.6012 -3.1561
H 2.2784 0.2002 -2.8783
P -0.7882 0.1865 -2.2521
H 0.9485 2.0199 0.4005
H -3.6953 -0.8122 2.1731
O 2.5489 -0.4782 0.9771
C -0.3985 0.4420 0.7311
H 2.7331 0.8080 -0.5951
C 0.8072 1.0474 0.0535
O -0.9350 0.7268 -3.6193
C 1.8613 -0.9846 -1.1966
O 0.1021 1.2847 -1.5341
C -1.0951 1.3576 1.4929
H -2.6838 1.3869 2.9107
C -2.2569 0.8642 2.1067
C 2.0498 0.1310 -0.1768
H -0.1996 -1.4105 -0.1507
C -0.8215 -0.9072 0.5404
H 1.5198 -1.9170 -0.7498
C -2.6804 -0.4155 1.9285
C 1.9087 -0.7440 -2.5312
C -1.8867 -1.3352 1.3035
H -2.3427 -2.3027 1.0626
*
```

Mulliken atomic charge list, values in e, 6 entries: 0.396 0.445 0.326 0.329 0.551 0.542

This record from OMol25 describes a structure of composition C8H8N3S. The level of theory is ωB97M-V/def2-TZVPD.

HOMO energy (spin up / spin down)   -12.7 / -12.7 eV
Calculated total energy   -871.708587 a.u.
E_LUMO (spin up / spin down)   -0.223 / -0.223 Ha

Structure (ORCA input):
```
! RIJCOSX wB97M-V def2-TZVPD def2/J DEFGRID3
* xyz 1 1
S 1.6814 1.8460 0.2048
C -2.7684 1.5587 -0.3429
H -3.2731 2.4565 -0.6591
H -3.4387 -1.5938 0.6717
C -0.7304 0.3354 0.0673
N 2.7273 -0.5837 -0.0997
C 3.8178 -1.4541 -0.1283
C -1.3890 1.5112 -0.3133
C -1.4826 -0.7933 0.4203
C 0.7062 0.3039 0.0673
H 3.5125 -2.4157 -0.5499
H 4.2129 -1.6075 0.8819
H -0.9813 -1.6988 0.7240
H -4.5884 0.4717 -0.0146
N 1.5115 -0.6849 -0.0483
H -0.8202 2.3742 -0.6263
C -2.8626 -0.7266 0.3944
H 4.6117 -1.0222 -0.7424
N 3.0641 1.2836 0.0795
C -3.5107 0.4396 0.0137
*
```

Mulliken atomic charge list, values in e, 6 entries: 0.366 -0.764 0.404 0.398 1.358 0.069

This record from OMol25 describes a structure of composition C10H17Cl2GaN. The level of theory is ωB97M-V/def2-TZVPD.

HOMO energy (spin up / spin down)   -2.6 / -2.6 eV
Calculated total energy   -3291.107122 a.u.
E_LUMO (spin up / spin down)   0.109 / 0.109 Ha

Structure (ORCA input):
```
! RIJCOSX wB97M-V def2-TZVPD def2/J DEFGRID3
* xyz -1 1
H 0.3316 -1.4230 -2.1763
C -1.9485 0.7829 -1.2669
H 1.2162 -0.4490 -3.3042
H -0.1962 -0.0526 5.8766
C -0.5440 1.2311 -1.0672
H -1.1030 -1.1289 -4.1316
H 1.0610 -0.0988 4.6124
H -2.2186 0.3222 -0.3051
H -0.9050 0.6137 -3.9973
N -0.1847 0.0145 1.3795
H -1.1891 -1.2976 4.0093
Cl 1.0876 -2.1586 0.0823
C -0.9818 -0.3083 -3.4117
C 0.0615 0.2781 4.8655
Cl 2.5265 0.6800 1.6052
H 0.0797 1.3751 4.8537
H -1.9164 0.3193 3.9252
H 1.5261 0.9946 -1.5415
C 0.4597 0.5955 -1.5886
C -2.1061 -0.2509 -2.3897
H -2.7027 1.5841 -1.3640
H -2.1361 -1.2332 -1.9118
C 0.3350 -0.4424 -2.6501
H -3.0605 -0.1069 -2.8803
C -0.5229 -0.0966 2.4937
H -0.3929 1.9003 -0.2134
C 3.9545 -0.5905 -0.5450
H 3.8538 -0.9265 -1.6349
C -0.9720 -0.2344 3.8471
H 4.4416 0.3973 -0.7964
Ga 2.1458 -0.2905 -0.3746
*
```

Mulliken atomic charge list, values in e, 6 entries: 0.271 -0.284 0.463 0.334 -0.276 0.382

This record from OMol25 describes a cluster of 2 separate species, C31H37ClN in total. The level of theory is ωB97M-V/def2-TZVPD.

HOMO energy   -10.6 eV
Calculated total energy   -1718.164998 a.u.
E_LUMO   -0.191 Ha

Structure (ORCA input):
```
! RIJCOSX wB97M-V def2-TZVPD def2/J DEFGRID3
* xyz 1 1
H -3.8645 -0.7791 -0.4431
C 0.1840 -0.4241 3.3104
C -0.9963 4.2385 0.9996
Cl 0.4150 6.7665 -2.1912
C -4.0537 1.7733 -0.7367
H 1.6131 1.4751 -0.4465
C -3.1118 3.9170 -0.2066
H 0.5898 2.2022 4.2484
H 3.0020 1.1849 2.0469
H 0.2250 -2.2763 1.0512
C -0.5401 1.2593 0.4344
C 0.9242 5.2094 -2.7102
H 2.3150 1.4261 3.6717
H -1.4573 -2.5928 7.3077
C -1.9538 3.3311 0.2880
C 2.0982 0.7607 -2.4853
C -1.0832 -0.5271 5.3819
H 0.9517 5.7720 -4.7942
C 1.5469 2.6680 -3.5707
H -0.4271 2.0026 2.3996
H 1.6296 3.4469 -5.5688
C 0.2419 1.5572 1.6477
H -2.9871 -2.3564 6.4687
H 2.1182 -1.3303 -2.9140
C 2.7052 -0.5809 -2.3673
C -0.2296 1.6917 4.7636
H 2.8914 -0.1780 3.1767
H -1.5264 -0.0080 6.2364
H -5.2761 4.9301 -1.2595
H -5.5862 3.5669 -2.3361
H 2.7509 -0.8600 -1.3102
H -0.7980 -3.6134 4.0228
C 1.3615 2.9034 -2.1750
C 1.0948 4.9608 -4.0892
C -1.7629 1.9116 0.1311
H 3.7318 -0.6083 -2.7687
H -0.3008 0.3328 -0.0975
H 2.3112 0.9531 -4.5807
C 1.0019 0.3386 2.2708
N 2.0170 1.3708 -3.7049
C -0.6808 -2.5351 4.1476
C 0.6417 -2.5796 2.0247
H -1.1637 2.2367 4.5426
C -1.2397 -1.9102 5.2676
H -1.9736 -3.7582 6.0766
H 0.0517 3.9410 0.9309
H -3.2082 5.0045 -0.1499
H -6.2786 3.5597 -0.7130
H 0.4325 -3.6507 2.1287
C -5.3891 3.8417 -1.2928
H 0.9932 2.3322 1.4227
C -1.9515 -2.6937 6.3315
H -2.1203 -0.8300 -0.7942
C -0.3600 0.2186 4.4497
H -4.8991 1.1668 -1.0745
C -2.9062 1.1331 -0.2861
H 1.7363 -2.4735 1.9673
H -2.6948 -0.6755 0.8785
H 1.2011 4.4629 -0.6831
C 2.3812 0.7286 2.8282
C -2.8887 -0.3638 -0.1607
C 1.6337 1.6548 -1.5138
C 1.1584 4.2207 -1.7412
H -0.0564 1.8289 5.8442
H -1.0689 5.2549 0.5828
C 0.0336 -1.8231 3.1873
H 1.2068 -0.3446 1.4406
C -4.1552 3.1692 -0.7587
C 1.4496 3.6690 -4.5209
H -1.2483 4.3301 2.0680
*
```

Mulliken atomic charge list, values in e, 6 entries: 0.405 0.380 -1.751 -0.217 -0.875 0.669

This record from OMol25 describes a cluster of 9 separate species, C26H58N2O25S4 in total. The level of theory is ωB97M-V/def2-TZVPD.

HOMO energy   -7.1 eV
Calculated total energy   -4607.985962 a.u.
E_LUMO   -0.004 Ha

Structure (ORCA input):
```
! RIJCOSX wB97M-V def2-TZVPD def2/J DEFGRID3
* xyz 0 1
O 2.3359 -0.0271 -5.9007
H 1.4709 1.7829 -2.1417
H 0.5829 1.5469 1.7033
H -2.6831 0.4819 2.7603
H -2.2981 -0.7701 -4.1147
H 2.7309 -0.2771 -1.2527
O 4.3389 -1.8181 -0.2607
C -2.9391 4.7959 -3.7817
H -3.6151 2.8839 7.5433
C 4.5089 -4.4991 0.4593
O 1.5179 -4.2031 -2.1067
H 0.5879 -1.3511 0.4003
H 5.5159 -4.4441 0.2793
C 0.7589 -6.4681 0.5023
H 1.7249 3.3809 3.5463
O 1.1689 3.1989 5.5923
H -0.5961 0.4389 -2.6207
H 0.5529 -7.3971 0.0693
H 6.7929 -0.3881 -1.7967
H -5.2461 2.5939 8.3463
C 1.6859 3.7639 4.3973
H -0.8761 0.9809 1.4003
C 1.2179 1.6209 -1.1277
H -0.7321 -2.8721 -5.4477
N -0.2841 4.7689 1.3183
O 4.3239 -0.7881 -6.2687
H 2.7379 1.6239 -6.7867
H 5.9989 -2.6511 -0.8217
N 0.8049 0.2169 -0.9467
H -3.1391 -1.1601 2.9313
H 3.5299 4.6969 3.9793
C -0.6811 -2.1031 -4.7397
H -4.9801 -0.5651 4.8273
O -0.2511 5.7039 2.1363
H -2.0841 4.5149 -1.7387
O -5.1251 -1.1751 -4.5107
O -4.1001 3.9259 -3.6437
H 0.6109 2.4119 -0.8937
O 3.2609 -1.5471 -4.4257
S -0.4151 2.8919 5.6833
H 4.7429 0.7569 -7.7667
H 5.2499 0.2479 -1.5087
C -4.5631 2.1779 7.8133
H 2.9559 5.2519 5.3193
H 4.1659 -5.2651 1.1763
C -0.7531 2.2009 7.2973
H 1.7479 -0.2441 0.9313
C 0.0839 0.6879 1.4813
H 1.1129 4.7429 3.9693
O 0.1139 -0.0651 2.6743
S -4.4861 -1.9981 -3.5637
H 2.0339 1.6389 -0.4047
H 3.8739 -0.8981 -8.1907
C 3.3079 -0.8541 -5.4797
C -3.7131 2.6809 -3.2097
O -0.4991 1.7149 4.8543
C -2.0551 -1.4471 -4.7737
H 1.8899 -0.4431 -2.7717
C 5.7469 -1.6781 -0.6307
H -2.2271 -0.4751 4.3903
H -4.9511 -3.9341 -2.4037
C -0.2481 -5.4531 0.6613
C 3.0449 4.3849 4.7203
O -4.3671 1.6339 -3.2967
H -1.5211 1.7249 7.2863
H -0.6761 -2.8441 -3.7507
H -2.5971 4.8129 -4.8797
H 5.5069 -1.3101 -2.6587
H 3.6919 3.6919 5.0783
C -0.6011 -0.0291 -1.6067
H -0.9841 4.0709 -3.1747
C 1.7939 -0.6271 -1.7297
H 0.1539 -1.5981 -4.7927
O -1.3271 3.9969 5.5193
H 6.3039 -1.5241 0.1923
H -2.3541 -1.1271 -5.7457
O 2.5909 -2.9161 1.0593
H 1.9179 0.4889 -7.7817
C 1.1219 -4.8011 -1.0657
O 4.6799 -2.3291 2.0773
H -5.0081 0.8709 3.7993
C 3.9659 0.0459 -7.4497
H -0.9421 -1.1851 -1.8147
H 1.7009 -1.7621 -1.5927
O -0.1091 5.0059 0.0863
C 0.7919 -0.3551 0.4553
C 2.7359 0.6659 -7.0077
H -0.3021 -4.7481 1.4213
C -2.9601 -0.2261 3.5183
S -5.1421 1.5669 6.3053
C 5.8129 -0.6951 -1.7687
H -1.2721 -5.9991 0.9313
H 0.0319 0.5449 3.3543
O 1.5399 -5.9221 -0.4667
H 1.2919 -6.7541 1.3973
S 3.9239 -2.8911 0.9223
O -0.1111 -4.5271 -0.4477
H -4.0931 1.3189 8.4263
O -3.9121 1.0009 5.4393
H 3.9169 -4.9411 -0.2757
H -6.3971 -3.2201 -2.9947
O -5.6411 2.7519 5.5863
C -1.9691 4.0699 -2.7837
H -5.4871 -4.0621 -3.9657
H -3.2041 5.7839 -3.6477
C -5.3811 -3.3961 -3.1607
H -1.3931 0.3999 -1.1077
O -2.4761 2.7339 -2.7147
C -4.2401 0.2539 4.3173
O -3.0261 -2.5021 -4.2937
H -0.6811 3.1369 8.2103
O -3.8751 -1.4131 -2.3817
O -0.7201 3.6909 1.7263
H -0.0181 1.5509 7.6223
O -5.9711 0.4459 6.4963
*
```

Mulliken atomic charge list, values in e, 6 entries: -0.242 0.292 0.510 0.053 -0.265 0.386